A cluster of 2 separate species, C10H21N2O6P in total at a distorted geometry, computed with ωB97M-V with the def2-TZVPD basis set.

XYZ file:
```
40
Properties=species:S:1:pos:R:3:mulliken_charge:R:1
C -0.31165 -4.84058 3.22286 -1.115
C 0.15457 -4.56410 1.95694 0.908
C 0.35393 -5.69282 0.97425 -1.285
C 0.50841 -3.13594 1.60041 -0.396
C 0.28228 -2.79890 0.12557 -0.627
O 0.66355 -1.43278 -0.07664 -0.185
P 0.86643 -1.08396 -1.64810 0.871
O -0.19208 -1.69339 -2.47180 -0.703
O 0.82908 0.47684 -1.84741 -0.364
O 2.30554 -1.58573 -2.07445 -0.506
H -0.44688 -4.05550 3.96116 0.273
H -0.56144 -5.85163 3.53062 0.268
H 0.14933 -6.66191 1.44114 0.374
H 1.38733 -5.69855 0.61326 0.315
H -0.31860 -5.57883 0.11810 0.291
H 1.56533 -2.97481 1.83404 0.238
H -0.07802 -2.44457 2.21458 0.266
H -0.77397 -2.94220 -0.13117 0.314
H 0.88104 -3.47009 -0.50216 0.400
H -0.10960 0.64913 -1.59000 0.382
H 2.86879 -1.01037 -1.55089 0.315
C 1.15526 5.14508 -2.65093 -0.837
N 0.30428 5.67245 -1.58350 -0.157
C -0.22381 4.98646 -0.56728 0.469
O -0.89469 5.57233 0.27469 -0.694
C 0.04371 3.47853 -0.45348 -0.525
N -0.86581 2.81314 0.48430 -0.125
C -1.55210 1.70157 0.23276 0.903
C -2.50338 1.22980 1.30607 -1.370
O -1.43153 1.06319 -0.80650 -0.761
H 1.98839 4.57995 -2.22873 0.277
H 1.55802 5.96842 -3.24331 0.324
H 0.57510 4.49299 -3.30726 0.294
H 0.07992 6.65638 -1.59406 0.290
H 1.07352 3.33350 -0.12904 0.247
H -0.06348 3.03952 -1.44497 0.311
H -1.07615 3.31433 1.33420 0.235
H -1.93926 0.98600 2.20417 0.351
H -3.02543 0.34207 0.95052 0.319
H -3.22594 2.01497 1.52203 0.413
```

Computed properties:
- HOMO-LUMO gap (eV) = 9.6
- LUMO energy (eV) = 0.45
- SMILES = C=C(C)CCOP(=O)(O)O.CNC(=O)CNC(C)=O
- molecular weight (u) = 296.26



A structure of composition C10H21N5O7P2SSr at a distorted geometry, computed with ωB97M-V with the def2-TZVPD basis set.

XYZ file:
```
47
Properties=species:S:1:pos:R:3:mulliken_charge:R:1
Sr -0.10272 0.07814 -0.33949 1.243
C -1.26535 -0.51720 2.88879 -0.875
C -0.75456 0.89911 3.19398 -1.004
N -0.10387 1.52890 2.04596 0.281
C -0.29687 2.96863 1.94352 -0.888
C -1.76048 3.36359 1.73536 -0.712
S -2.66636 2.35687 0.52640 -0.038
C -3.58265 1.20904 1.60674 -0.550
C -3.28688 -0.27448 1.42857 -1.016
N -1.88708 -0.66407 1.57179 0.137
H -1.94420 -0.82457 3.69684 0.335
H -0.41583 -1.20384 2.91200 0.424
H -0.08598 0.83575 4.05962 0.372
H -1.58398 1.53036 3.50649 0.329
H 0.89525 1.32571 2.03444 0.259
H 0.29106 3.31069 1.08883 0.398
H 0.07807 3.50752 2.82567 0.287
H -1.79269 4.38917 1.36715 0.429
H -2.32288 3.36070 2.66883 0.410
H -4.64211 1.35284 1.39239 0.480
H -3.43464 1.52570 2.63721 0.258
H -3.59120 -0.56982 0.42291 0.434
H -3.92634 -0.81591 2.14239 0.348
H -1.80643 -1.63697 1.29052 0.227
C 3.51452 -1.92931 -2.65659 -1.747
C 2.73686 -1.73698 -1.34324 1.600
O 3.32265 -2.54860 -0.29950 -0.679
P 1.14296 -2.54526 -1.51400 0.566
O 0.62702 -2.01201 -2.91020 -0.501
O 1.48550 -4.06526 -1.80181 -0.527
O 0.13276 -2.36007 -0.43146 -0.733
P 2.86296 0.05221 -0.85362 0.441
O 1.79158 0.76152 -1.86008 -0.569
O 4.26649 0.40691 -1.10307 -0.772
O 2.17029 0.26251 0.46833 -0.568
H 3.58418 -2.98640 -2.91057 0.390
H 4.51247 -1.51849 -2.52482 0.369
H 3.03261 -1.40273 -3.48186 0.427
H 4.10146 -2.08487 0.03534 0.444
H -0.30093 -2.17264 -3.13114 0.371
H 1.95963 -4.48064 -1.06717 0.381
H 1.99616 0.81171 -2.81878 0.320
N 1.38724 0.86817 -4.48301 -0.707
C 0.25345 0.63263 -4.40113 0.703
N -1.02461 0.33339 -4.32488 -0.776
C -1.56142 0.34429 -3.15984 0.676
N -2.00511 0.33405 -2.07381 -0.678
```

Computed properties:
- HOMO-LUMO gap (eV) = 9.0
- LUMO energy (eV) = 0.12
- molecular weight (u) = 504.94



The molecule C10H21NO at a distorted geometry, computed with ωB97M-V with the def2-TZVPD basis set.

XYZ file:
```
33
Properties=species:S:1:pos:R:3:mulliken_charge:R:1
N 0.43729 -2.45529 -1.10476 -0.432
C -0.30025 -1.80439 -2.17110 -0.805
C -0.02259 -0.27624 -2.28373 -0.621
O -0.93515 0.07794 -3.28571 -0.609
C -0.06439 0.65267 -1.08983 0.606
C -1.40867 0.58375 -0.19405 -0.833
C -1.65839 -0.48314 0.87530 -0.873
C -0.38581 -0.71537 1.83196 -0.712
C -0.08379 0.58484 2.67485 -0.826
C 1.24669 1.21127 2.22603 -0.676
C 1.38569 1.81650 0.77483 -1.017
C 1.34942 0.83425 -0.40582 -0.469
H 0.35058 -3.49102 -1.48394 0.301
H 1.55640 -2.03908 -1.05330 0.262
H -0.05281 -2.21709 -3.17863 0.371
H -1.40830 -1.91841 -1.92922 0.194
H 0.87348 -0.03075 -2.76403 0.449
H -1.89904 0.39090 -2.92197 0.383
H -0.26414 1.64774 -1.52594 0.327
H -1.28843 1.51638 0.29876 0.442
H -2.20614 0.61633 -1.00878 0.264
H -2.52730 -0.18670 1.49354 0.477
H -1.88041 -1.54454 0.50025 0.236
H 0.42584 -1.23126 1.29716 0.426
H -0.65514 -1.53223 2.64577 0.395
H -0.05223 0.37010 3.75386 0.342
H -0.81084 1.32732 2.55938 0.457
H 2.06293 0.46496 2.43694 0.255
H 1.45429 2.07683 2.89222 0.383
H 0.65450 2.57024 0.59982 0.439
H 2.35422 2.24395 0.72738 0.353
H 2.14113 1.12248 -1.15745 0.478
H 1.61138 -0.18294 -0.02979 0.032
```

Computed properties:
- HOMO-LUMO gap (eV) = 10.2
- LUMO energy (eV) = 0.89
- SMILES = NC[C@@H](O)C1CCCCCCC1
- molecular weight (u) = 171.28



A structure of composition C10H22 at a distorted geometry, computed with ωB97M-V with the def2-TZVPD basis set.

XYZ file:
```
32
Properties=species:S:1:pos:R:3:mulliken_charge:R:1
C -2.75220 1.18369 -0.47502 -0.945
C -2.32576 0.78616 1.04394 -0.465
C -2.43445 -0.78497 1.07715 -0.609
C -2.59934 -1.22414 -0.39295 -0.597
C -2.17460 -0.09917 -1.30342 -0.400
C 2.29589 0.05459 -0.03826 2.038
C 3.75206 -0.25407 -0.18658 -2.120
C 1.96970 0.01350 1.36230 -0.825
C 1.56005 -1.14844 -0.59299 -1.371
C 1.75709 1.36039 -0.55190 -1.811
H -3.80185 0.98563 -0.63328 0.393
H -2.48832 2.21709 -0.77484 0.362
H -2.90265 1.22820 1.82433 0.393
H -1.35347 1.09210 1.20216 0.116
H -3.40531 -1.10264 1.56934 0.423
H -1.63780 -1.41029 1.58416 0.258
H -3.80370 -0.81758 -0.19606 0.157
H -2.41021 -2.09869 -0.86290 0.499
H -2.67644 -0.22137 -2.29883 0.308
H -1.19665 0.01895 -1.38042 0.147
H 4.32770 0.60447 -0.07997 0.484
H 4.11891 -1.04239 0.39479 0.481
H 3.86336 -0.51363 -1.26690 0.380
H 0.82892 -0.42144 1.40889 0.005
H 2.56617 -0.61824 2.17590 0.267
H 1.83520 1.34872 1.59329 0.174
H 0.49588 -1.01166 -0.23797 0.004
H 1.98072 -2.04297 -0.30331 0.488
H 1.62529 -0.93680 -1.69386 0.408
H 1.99837 1.41070 -1.60084 0.424
H 0.76909 1.27488 -0.45008 0.487
H 2.21836 2.16943 0.08413 0.446
```

Computed properties:
- HOMO-LUMO gap (eV) = 10.6
- LUMO energy (eV) = 0.88
- molecular weight (u) = 142.29



A structure of composition C10H22As3F18O6V at a distorted geometry, computed with ωB97M-V with the def2-TZVPD basis set.

XYZ file:
```
60
Properties=species:S:1:pos:R:3:mulliken_charge:R:1
O 0.97452 -0.36523 -1.43537 -0.409
V -0.22361 0.15209 -0.54656 0.156
As 2.44182 2.88754 0.71056 2.168
F 1.42108 1.68962 -0.13560 -0.351
F 1.01450 3.88771 0.85756 -0.460
F 3.42767 4.01904 1.57512 -0.499
F 3.79817 1.83661 0.42648 -0.483
F 2.76621 3.64706 -0.81657 -0.482
F 2.02217 2.08475 2.20930 -0.460
As 0.59642 -3.95126 -0.59018 2.172
F -0.29406 -2.42102 -0.61750 -0.768
F 0.99393 -3.71089 -2.28270 -0.501
F 1.48505 -5.45422 -0.62791 -0.511
F 0.17593 -4.13355 1.08642 -0.485
F -0.88301 -4.78610 -1.01226 -0.511
F 2.04786 -3.08939 -0.15477 -0.464
As -3.25162 -0.37819 -2.81322 2.082
F -1.71246 -0.42409 -1.87141 -0.478
F -2.67224 1.04633 -3.65445 -0.487
F -4.75299 -0.24362 -3.70540 -0.507
F -3.83302 -1.76587 -1.93491 -0.479
F -3.86094 0.64148 -1.54954 -0.442
F -2.50567 -1.39377 -3.97868 -0.471
C -2.61654 -1.70922 1.04370 -1.052
O -1.88126 -0.48895 0.90698 0.773
C -2.68854 0.58509 1.39285 -0.702
C -1.75415 1.78589 1.45467 -0.794
O -1.15244 1.88323 0.16296 0.373
C -1.71050 2.90254 -0.67602 -0.705
C -0.76849 3.05497 -1.87098 -0.980
O -0.27208 1.76021 -2.18634 0.792
C 0.53304 1.77482 -3.34493 -1.091
H -3.44346 -1.71586 0.33239 0.249
H -2.98427 -1.93233 2.04674 0.352
H -1.97252 -2.53701 0.75491 0.135
H -3.05750 0.35961 2.39657 0.552
H -3.54217 0.79485 0.74526 0.183
H -0.96023 1.58753 2.18209 0.169
H -2.16378 2.72181 1.83357 0.485
H -1.88065 3.81261 -0.10854 0.417
H -2.65462 2.54397 -1.09745 0.321
H 0.08469 3.68663 -1.60842 0.350
H -1.27956 3.49358 -2.72848 0.604
H 1.42076 2.40052 -3.20973 0.261
H -0.07153 2.11068 -4.19128 0.293
H 0.90357 0.77887 -3.57678 0.253
O 0.81439 -0.63329 1.18453 0.052
C 1.21020 -1.15699 2.20031 1.037
O 2.45509 -1.34849 2.50811 -0.407
C 3.43124 -0.96442 1.53920 0.315
C 4.67265 -1.79483 1.66287 -1.595
C 0.23988 -1.58199 3.28214 -1.125
H 3.70225 0.09270 1.64167 0.263
H 3.08522 -0.93687 0.50360 0.031
H 5.14546 -1.71738 2.64369 0.352
H 5.40910 -1.43868 0.93822 0.400
H 4.53663 -2.84655 1.40367 0.353
H -0.12488 -2.60250 3.16114 0.223
H -0.60867 -0.90591 3.30167 0.099
H 0.76798 -1.59386 4.23702 0.436
```

Computed properties:
- HOMO-LUMO gap (alpha / beta) (eV) = 9.8 / 10.7
- LUMO energy (alpha / beta) (eV) = 1.33 / 1.88
- molecular weight (u) = 855.95
- multiplicity = 2
- charge = -1